No. 1
Density functional theory data (ωB97M-V with the def2-TZVPD basis set) for one molecule with the formula C5H6NO2PS.

Positions of all 16 atoms, in Å:
O1 1.91 -2.46 -0.10
C1 1.51 -1.30 -0.10
C2 2.43 -0.11 -0.35
C3 1.99 1.16 -0.26
N1 0.68 1.39 0.09
C4 -0.21 0.39 0.25
O2 -1.44 0.98 0.45
P1 -2.82 0.06 0.99
S1 -3.68 -0.89 -0.73
C5 0.08 -0.92 0.17
H1 3.43 -0.27 -0.63
H2 2.73 2.04 -0.51
H3 0.10 2.27 -0.03
H4 -3.47 1.28 0.71
H5 -2.79 -1.83 -0.57
H6 -0.45 -1.80 0.62

The gap between HOMO and LUMO comes out at 9.156 eV. The SMILES is O=c1cc[nH]c(OPS)c1. The calculation puts the total energy at -1138.884644 hartree. Its net charge is 0. Its highest occupied orbital energy is -8.78 eV.

No. 2
Density functional theory data (ωB97M-V with the def2-TZVPD basis set) for a 2-piece molecular cluster, C9H14 overall.

Positions of all 23 atoms, in Å:
C1 0.87 -1.64 2.18
C2 0.32 -1.32 0.81
C3 -1.00 -1.49 0.41
C4 -1.34 -1.29 -0.95
C5 -0.30 -0.88 -1.83
C6 0.90 -0.47 -1.35
C7 1.20 -0.59 0.04
H1 1.74 -1.02 2.45
H2 1.00 -2.66 2.51
H3 0.15 -1.28 2.98
H4 -1.90 -1.87 0.93
H5 -2.38 -1.45 -1.17
H6 -0.52 -0.77 -2.88
H7 1.60 0.06 -1.97
H8 2.06 -0.10 0.48
C8 0.04 3.59 -0.38
C9 -0.65 2.59 0.53
H9 -0.33 3.51 -1.40
H10 0.04 4.63 -0.09
H11 1.13 3.40 -0.44
H12 -0.35 1.52 0.21
H13 -1.72 2.70 0.31
H14 -0.61 2.66 1.60

The gap between HOMO and LUMO comes out at 10.022 eV. The SMILES is Cc1ccccc1.CC. The calculation puts the total energy at -351.288064 hartree. Its net charge is 0. Its highest occupied orbital energy is -9.01 eV.

No. 3
Density functional theory data (ωB97M-V with the def2-TZVPD basis set) for a 2-piece molecular cluster, C7H12N2O overall.

Positions of all 22 atoms, in Å:
C1 0.07 2.66 0.34
C2 -0.55 1.29 0.28
O1 -1.71 0.97 0.34
C3 0.48 0.17 -0.32
C4 1.50 -0.02 0.63
N1 -0.17 -1.04 -0.78
C5 -1.42 -1.46 -0.67
C6 -1.64 -2.61 -1.38
N2 -0.36 -3.03 -1.86
C7 0.48 -2.11 -1.46
H1 -0.78 3.24 0.71
H2 0.54 2.75 -0.63
H3 0.99 2.61 0.88
H4 0.90 0.61 -1.36
H5 2.19 0.83 0.84
H6 0.85 -0.12 1.51
H7 2.12 -0.86 0.54
H8 -2.23 -0.95 -0.16
H9 -2.59 -3.11 -1.40
H10 1.60 -2.12 -1.47
H11 -0.18 1.11 2.33
H12 -0.09 1.20 3.10

The gap between HOMO and LUMO comes out at 8.710 eV. The SMILES is CC(=O)[C@@H](C)n1ccnc1.[H][H]. The calculation puts the total energy at -458.557915 hartree. Its net charge is 0. Its highest occupied orbital energy is -8.32 eV.

No. 4
Density functional theory data (ωB97M-V with the def2-TZVPD basis set) for C43H56BrClN5O4P2W as an isolated structure.

Positions of all 113 atoms, in Å:
W1 -0.38 -0.34 0.43
C1 5.56 -5.74 -0.62
C2 4.13 -5.83 -0.10
C3 4.18 -6.25 1.38
C4 3.38 -6.90 -0.90
C5 3.39 -4.50 -0.23
C6 2.10 -4.37 0.28
C7 1.44 -3.18 0.11
Br1 -0.30 -3.09 0.85
C8 1.94 -2.06 -0.54
O1 1.13 -0.96 -0.72
C9 3.28 -2.15 -0.99
C10 3.93 -3.38 -0.83
C11 4.07 -0.99 -1.60
C12 3.47 -0.62 -2.96
C13 5.54 -1.32 -1.84
C14 4.05 0.19 -0.61
H1 6.06 -6.70 -0.48
H2 6.15 -4.99 -0.08
H3 5.59 -5.51 -1.68
H4 4.71 -7.20 1.48
H5 3.18 -6.39 1.80
H6 4.69 -5.50 1.98
H7 3.88 -7.86 -0.81
H8 3.34 -6.63 -1.96
H9 2.35 -7.02 -0.55
H10 1.61 -5.19 0.79
H11 4.94 -3.45 -1.20
H12 3.59 -1.45 -3.66
H13 3.97 0.26 -3.37
H14 2.41 -0.41 -2.89
H15 5.68 -2.08 -2.61
H16 6.05 -1.65 -0.93
H17 6.05 -0.41 -2.18
H18 3.05 0.36 -0.22
H19 4.41 1.10 -1.09
H20 4.69 -0.02 0.24
C15 -3.10 -1.20 2.79
P1 -2.81 0.18 1.63
C16 -2.28 1.46 2.85
N1 -2.92 1.61 3.97
C17 -2.45 2.45 4.94
C18 -3.17 2.60 6.14
C19 -2.67 3.42 7.12
C20 -1.45 4.10 6.94
C21 -0.73 3.97 5.78
C22 -1.24 3.15 4.76
N2 -0.58 2.97 3.57
C23 -1.07 2.22 2.70
P2 0.25 2.19 -0.21
C24 1.73 2.44 0.83
C25 -0.62 3.91 -0.28
C26 -2.09 3.87 0.14
C27 -0.60 4.46 -1.70
C28 0.14 4.89 0.62
C29 -4.56 0.63 1.09
C30 -4.55 1.90 0.25
C31 -5.19 -0.50 0.27
C32 -5.44 0.85 2.33
H21 -3.68 -0.84 3.63
H22 -2.15 -1.59 3.14
H23 -3.62 -2.01 2.28
H24 -4.10 2.06 6.26
H25 -3.21 3.55 8.05
H26 -1.07 4.74 7.73
H27 0.21 4.48 5.62
H28 1.49 3.06 1.69
H29 2.51 2.92 0.23
H30 2.09 1.49 1.20
H31 -2.66 3.26 -0.55
H32 -2.48 4.88 0.09
H33 -2.25 3.51 1.15
H34 -1.07 3.79 -2.42
H35 0.41 4.69 -2.04
H36 -1.16 5.40 -1.70
H37 0.11 4.61 1.68
H38 -0.35 5.86 0.53
H39 1.18 5.02 0.32
H40 -3.84 1.83 -0.58
H41 -4.33 2.78 0.85
H42 -5.55 2.03 -0.19
H43 -4.80 -0.53 -0.74
H44 -6.26 -0.29 0.20
H45 -5.08 -1.48 0.73
H46 -5.02 1.56 3.04
H47 -5.65 -0.08 2.85
H48 -6.40 1.25 1.98
O2 -0.30 -0.40 2.33
O3 1.02 -0.40 1.75
Cl1 -0.75 1.01 -7.52
C33 -0.25 1.30 -5.89
C34 0.21 2.56 -5.53
C35 0.62 2.78 -4.22
C36 0.56 1.78 -3.25
C37 1.15 2.01 -1.87
C38 0.12 0.52 -3.66
C39 -0.28 0.28 -4.97
H49 0.27 3.35 -6.26
H50 1.01 3.76 -3.97
H51 1.78 2.90 -1.90
H52 1.82 1.18 -1.64
H53 0.13 -0.30 -2.96
H54 -0.60 -0.71 -5.27
N3 -2.83 -0.25 -2.77
C40 -2.51 -1.18 -1.86
O4 -1.48 -0.90 -1.11
C41 -3.26 -2.34 -1.75
C42 -4.27 -2.56 -2.72
N4 -5.07 -2.73 -3.54
C43 -3.28 -3.13 -0.57
N5 -3.37 -3.74 0.41
H55 -3.55 -0.46 -3.44
H56 -2.11 0.40 -3.05

The gap between HOMO and LUMO (alpha / beta) comes out at 6.612 / 6.478 eV. As for the spin multiplicity: 3. The calculation puts the total energy at -6030.577966 hartree. Its net charge is +1. Its highest occupied orbital energy (alpha / beta) is -10.80 / -10.82 eV.

No. 5
Density functional theory data (ωB97M-V with the def2-TZVPD basis set) for one molecule with the formula C6H10O.

Positions of all 17 atoms, in Å:
C1 0.20 -1.29 1.60
C2 0.86 -1.12 0.17
C3 -0.03 -1.14 -1.06
C4 0.63 0.15 -0.65
C5 -0.16 1.23 0.04
C6 -0.83 2.23 -0.87
O1 -0.73 2.24 -2.08
H1 0.59 -2.16 2.18
H2 -0.86 -1.45 1.48
H3 0.41 -0.42 2.24
H4 1.72 -1.65 0.51
H5 0.18 -1.54 -2.06
H6 -1.08 -1.26 -0.79
H7 1.33 0.56 -1.39
H8 0.49 1.80 0.72
H9 -0.94 0.79 0.67
H10 -1.45 2.99 -0.34

The gap between HOMO and LUMO comes out at 10.714 eV. The SMILES is C[C@H]1C[C@H]1CC=O. The calculation puts the total energy at -309.783649 hartree. Its net charge is 0. Its highest occupied orbital energy is -9.72 eV.

No. 6
Density functional theory data (ωB97M-V with the def2-TZVPD basis set) for one molecule with the formula C6H10N2.

Positions of all 18 atoms, in Å:
C1 -2.35 0.58 0.01
C2 -0.82 0.65 0.01
C3 -0.03 1.82 -0.02
N1 1.22 1.40 0.05
C4 1.35 0.12 0.18
N2 2.57 -0.53 0.01
C5 -0.03 -0.47 0.06
C6 -0.36 -1.95 0.07
H1 -2.77 1.58 0.11
H2 -2.69 -0.07 -0.79
H3 -2.51 0.12 0.95
H4 -0.35 2.85 0.09
H5 2.03 1.98 -0.19
H6 3.42 0.03 0.19
H7 2.61 -0.98 -1.02
H8 -1.15 -2.16 -0.63
H9 0.47 -2.57 -0.14
H10 -0.61 -2.40 1.06

The gap between HOMO and LUMO comes out at 7.830 eV. The SMILES is Cc1c[nH]c(N)c1C. The calculation puts the total energy at -344.088045 hartree. Its net charge is 0. Its highest occupied orbital energy is -7.00 eV.